Record 1
{"formula": "C34H42ClN5O2PPtS2", "method": "the ωB97M-V functional and the def2-TZVPD basis", "elements": ["Pt", "C", "C", "N", "N", "C", "S", "S", "C", "C", "C", "C", "C", "C", "C", "C", "C", "C", "C", "C", "C", "O", "H", "H", "H", "H", "H", "H", "H", "H", "H", "H", "H", "H", "H", "H", "Cl", "C", "C", "C", "C", "C", "C", "C", "H", "H", "H", "H", "H", "H", "C", "C", "P", "C", "C", "C", "C", "H", "H", "H", "H", "H", "H", "H", "H", "H", "H", "H", "H", "H", "H", "H", "C", "N", "C", "C", "C", "N", "C", "O", "N", "H", "H", "H", "H", "H", "H", "H"], "positions_angstrom": [[0.228707, 0.712254, 0.207939], [3.673497, 0.910852, 3.444341], [2.311093, 1.046947, 2.819314], [2.138869, 0.605405, 1.613201], [3.215316, 0.047618, 1.013249], [3.319438, 0.137031, -0.250195], [2.312972, 1.152674, -1.247722], [4.724373, -0.606293, -1.017172], [4.854056, -2.201886, -0.104126], [4.121462, -3.316572, -0.796665], [3.065093, -3.979674, -0.186102], [2.396330, -4.999582, -0.850609], [2.774960, -5.361673, -2.132884], [3.825654, -4.698276, -2.754415], [4.493089, -3.683866, -2.089509], [1.247998, 1.702152, 3.547264], [1.264084, 1.702985, 4.953853], [0.351074, 2.410099, 5.694187], [-0.604913, 3.189765, 5.033450], [-0.656911, 3.210817, 3.664541], [0.232829, 2.441109, 2.863273], [0.097446, 2.478496, 1.577513], [4.430106, 1.220073, 2.726746], [3.862532, -0.137956, 3.683076], [3.769297, 1.509894, 4.342445], [4.495183, -2.014467, 0.904501], [5.922549, -2.412688, -0.075469], [2.772203, -3.713868, 0.822956], [1.590058, -5.523072, -0.352498], [2.260205, -6.163773, -2.646008], [4.136107, -4.980919, -3.752914], [5.311197, -3.161815, -2.571599], [1.992235, 1.091392, 5.470290], [0.371935, 2.371374, 6.774067], [-1.316666, 3.767665, 5.609060], [-1.390635, 3.811229, 3.140002], [-1.766766, -3.238733, 1.088018], [-2.607141, -1.868105, 1.746343], [-3.957213, -1.984954, 2.010553], [-4.637216, -0.930227, 2.601175], [-3.954086, 0.241670, 2.907930], [-2.605544, 0.344216, 2.645152], [-1.880170, -0.710807, 2.065282], [-0.448497, -0.622909, 1.907150], [-4.473754, -2.907507, 1.782634], [-5.683299, -1.037038, 2.852528], [-4.475577, 1.064814, 3.377864], [-2.068688, 1.247897, 2.909173], [0.048729, -1.559752, 1.679020], [0.022974, -0.050511, 2.698907], [1.074299, 4.321164, -1.569863], [-0.342425, 4.042728, -1.075030], [-0.902443, 2.301843, -1.189477], [-2.627537, 2.399030, -0.573837], [-3.585849, 3.425274, -1.179670], [-0.803552, 1.906891, -2.988512], [-2.131382, 1.788194, -3.734115], [1.315219, 5.372112, -1.414876], [1.192920, 4.105339, -2.631502], [1.797281, 3.723541, -1.018073], [-1.061734, 4.638410, -1.641290], [-0.415242, 4.312529, -0.019294], [-2.483604, 2.606001, 0.492069], [-3.051149, 1.400345, -0.642698], [-3.128109, 4.402361, -1.323507], [-4.428587, 3.556592, -0.501646], [-3.987598, 3.090695, -2.133090], [-0.242381, 0.976068, -3.074204], [-0.186751, 2.683129, -3.442264], [-2.802407, 1.083075, -3.241487], [-1.944674, 1.423335, -4.743993], [-2.625340, 2.754450, -3.815809], [-3.549380, -2.309212, -1.894202], [-2.132291, -2.151865, -2.199783], [-1.510110, -2.945203, -3.102134], [-0.212060, -2.765622, -3.406363], [0.507381, -1.746338, -2.706818], [-0.082721, -1.040568, -1.732585], [-1.409663, -1.182101, -1.510684], [-1.999280, -0.425410, -0.740628], [1.750194, -1.470342, -3.059518], [-4.039832, -2.851804, -2.698436], [-4.004970, -1.330081, -1.772951], [-3.677121, -2.854610, -0.962622], [-2.122453, -3.692658, -3.587247], [0.286699, -3.365538, -4.149238], [2.211194, -2.017697, -3.763714], [2.248855, -0.715547, -2.600037]], "forces_ev_per_a": [[2.0, 2.0, 1.0], [0.0, 0.0, 0.0], [0.4, -0.4, -0.4], [-1.6, 0.0, -0.5], [1.0, -1.1, 0.1], [0.0, 0.4, 0.7], [-0.9, 0.1, -0.1], [0.0, -0.2, -0.3], [0.0, 0.2, -0.2], [-0.1, 0.1, -0.1], [0.0, 0.1, 0.0], [0.0, -0.1, 0.0], [-0.1, 0.0, 0.0], [0.1, 0.0, -0.1], [0.0, 0.0, 0.1], [-0.7, 0.6, -0.1], [0.0, -0.1, -0.1], [-0.2, 0.1, 0.0], [0.1, -0.1, 0.2], [0.1, -0.2, -0.5], [0.1, -0.3, 1.5], [-0.3, -0.6, -1.7], [0.0, 0.0, 0.1], [0.1, 0.0, 0.0], [-0.1, 0.0, 0.0], [0.1, -0.1, 0.0], [0.0, 0.1, 0.1], [0.0, 0.0, 0.0], [0.0, 0.0, 0.0], [0.0, 0.0, 0.0], [0.0, 0.0, 0.0], [0.0, 0.0, 0.0], [0.1, 0.1, 0.0], [0.0, 0.0, 0.0], [0.0, 0.0, 0.0], [0.0, 0.0, 0.0], [0.0, -0.2, -0.2], [0.3, 0.2, 0.2], [-0.2, -0.1, 0.0], [0.2, 0.1, 0.0], [-0.2, 0.0, 0.0], [0.3, -0.1, -0.1], [-0.9, -0.2, 0.1], [0.2, 1.1, -0.7], [0.0, 0.0, 0.0], [0.0, 0.0, -0.1], [0.0, 0.0, 0.0], [0.0, 0.0, 0.0], [0.1, 0.1, -0.1], [0.0, -0.1, 0.0], [0.0, -0.1, 0.1], [0.6, -0.3, 0.3], [-0.4, -0.4, 0.1], [0.1, -0.1, 0.1], [0.1, 0.1, -0.1], [0.0, -0.2, 0.2], [0.0, 0.0, 0.1], [0.0, 0.0, 0.0], [0.0, 0.0, 0.0], [0.0, 0.1, 0.0], [-0.1, -0.2, 0.0], [-0.1, 0.0, 0.0], [0.1, 0.0, 0.0], [0.1, 0.0, 0.1], [-0.1, 0.0, 0.0], [0.0, 0.0, 0.0], [0.0, 0.0, 0.0], [0.0, 0.1, 0.0], [0.0, 0.0, 0.1], [-0.1, 0.0, 0.0], [0.0, 0.0, 0.0], [-0.1, 0.0, 0.0], [-0.1, 0.0, 0.1], [0.0, 0.1, 0.2], [0.1, 0.1, -0.2], [0.1, -0.1, 0.0], [-0.3, 0.0, 0.1], [0.0, -0.1, 0.2], [-0.3, -0.2, -0.4], [-0.2, -0.3, 0.0], [0.2, 0.0, 0.1], [0.1, 0.0, -0.1], [0.0, 0.0, -0.1], [0.0, 0.0, 0.1], [0.0, 0.0, 0.0], [0.0, -0.1, 0.0], [0.1, -0.1, 0.1], [0.0, 0.0, 0.0]], "gap_ev": 6.0, "e_lumo_ha": -0.15052, "total_charge": 1, "relative_energy_kcal_mol": 83.1, "multiplicity": 1}


Record 2
{"formula": "C34H42N7O14", "method": "the ωB97M-V functional and the def2-TZVPD basis", "elements": ["C", "O", "O", "O", "H", "C", "C", "C", "C", "C", "C", "N", "O", "O", "H", "H", "H", "H", "H", "C", "C", "C", "C", "C", "C", "N", "O", "O", "H", "H", "H", "H", "H", "C", "C", "C", "C", "C", "C", "N", "O", "O", "H", "H", "H", "H", "H", "C", "C", "C", "C", "C", "C", "N", "O", "O", "H", "H", "H", "H", "H", "C", "O", "N", "C", "C", "H", "H", "H", "H", "H", "H", "H", "C", "O", "N", "C", "C", "H", "H", "H", "H", "H", "H", "H", "C", "O", "N", "C", "C", "H", "H", "H", "H", "H", "H", "H"], "positions_angstrom": [[-0.502710, 0.077300, 0.737731], [0.509793, -0.588518, 1.177049], [-0.931275, 1.074725, 1.623514], [-1.197869, -0.232330, -0.179691], [-0.358841, 1.070631, 2.250342], [0.843364, 0.438568, -2.735853], [0.665297, -0.448825, -3.920486], [1.118280, 0.119376, -5.336664], [1.514869, 1.571471, -5.541432], [1.485912, 2.442049, -4.258538], [1.266216, 1.781716, -2.927715], [1.801851, 2.217813, -6.830461], [2.177910, 1.437068, -7.772115], [1.337467, 3.373621, -7.031895], [0.769967, 0.221025, -1.612844], [0.356111, -1.647850, -4.000929], [0.900332, -0.468260, -6.327182], [1.508858, 3.560702, -4.219068], [1.035816, 2.300010, -2.140633], [1.762138, -3.129740, -0.547921], [2.415236, -3.832148, -1.756289], [3.309096, -5.074402, -1.473612], [3.794434, -5.374343, 0.037556], [3.121405, -4.551335, 1.199017], [2.181075, -3.500910, 0.758128], [4.983196, -6.255041, 0.293483], [5.477475, -6.877323, -0.630787], [5.313694, -6.359704, 1.425050], [1.232246, -2.164133, -0.768150], [1.980863, -3.623454, -2.846318], [3.860883, -5.562051, -2.336622], [3.394509, -4.962398, 2.229364], [1.539400, -3.075359, 1.574822], [3.297192, 3.433460, 1.634388], [2.791564, 2.154503, 0.975759], [3.566878, 0.877966, 1.392424], [4.875535, 0.823509, 2.136287], [5.381066, 2.252821, 2.755899], [4.523303, 3.507769, 2.433474], [5.690794, -0.419389, 2.470807], [5.279706, -1.554975, 1.876800], [6.531734, -0.370355, 3.244727], [2.487115, 4.256719, 1.482421], [1.837215, 2.148964, 0.608012], [3.398534, -0.201547, 1.348287], [6.177414, 2.380732, 3.439139], [4.596705, 4.423633, 3.131573], [-3.079060, 2.722734, -2.529917], [-2.928534, 3.909271, -3.446251], [-1.710608, 4.883975, -3.055328], [-0.766824, 4.370256, -1.826726], [-1.206944, 3.201400, -0.995855], [-2.322906, 2.446204, -1.517022], [0.500168, 5.111892, -1.583473], [0.578408, 6.342329, -1.964078], [1.419281, 4.472642, -1.080448], [-3.925494, 2.051819, -2.862069], [-3.661438, 4.313997, -4.115665], [-1.406481, 5.679387, -3.621468], [-0.696080, 2.786394, -0.050335], [-2.614112, 1.477644, -1.029870], [-1.552724, -2.513386, 3.243406], [-1.125393, -2.935585, 4.371010], [-2.835344, -2.330391, 2.953596], [-3.193772, -2.108625, 1.502623], [-4.006407, -2.332147, 3.890710], [-0.848081, -2.336688, 2.563477], [-4.110191, -2.286494, 1.236051], [-2.535486, -2.546622, 0.775634], [-2.903748, -1.265723, 1.080535], [-4.874933, -1.904680, 3.348176], [-3.748222, -1.734285, 4.538775], [-3.939371, -3.302886, 4.309373], [-4.319416, -1.104130, -1.671611], [-5.478725, -0.825492, -1.137897], [-4.139765, -1.831649, -2.796418], [-2.799218, -1.909458, -3.426603], [-5.188667, -2.610177, -3.340620], [-3.502296, -0.742675, -1.163513], [-2.998611, -1.527723, -4.538856], [-2.437855, -2.935066, -3.577189], [-1.992650, -1.425736, -2.955861], [-5.056703, -3.199264, -4.181589], [-5.690786, -1.784396, -3.888226], [-5.772156, -3.210126, -2.533479], [-0.419815, 2.937017, 5.936830], [0.718303, 3.079167, 6.492554], [-0.975114, 1.787429, 5.412632], [-2.289389, 1.729177, 4.822499], [-0.216787, 0.508171, 5.281699], [-1.288751, 3.770854, 5.933341], [-2.264046, 2.480149, 4.021746], [-3.026200, 1.981412, 5.585197], [-2.506468, 0.683552, 4.466268], [-0.780683, -0.289454, 5.688413], [0.662078, 0.533565, 5.980116], [0.156267, 0.060655, 4.414860]], "forces_ev_per_a": [[2.8, -2.6, 4.1], [-0.7, 1.6, -0.6], [-6.0, 0.6, -7.1], [-2.2, 0.3, -3.1], [6.0, 0.0, 6.5], [0.8, -1.2, -1.9], [1.8, 0.9, -2.3], [-1.2, 1.5, 1.0], [-0.9, -0.8, 5.8], [-0.6, -3.1, 0.3], [-0.1, -2.7, -8.1], [-2.4, -1.0, -2.9], [-0.4, 2.4, 2.7], [1.9, -2.5, 0.8], [-0.5, -0.6, -2.0], [0.8, 3.6, 0.7], [0.7, 0.9, 2.3], [0.4, -1.2, -0.6], [-0.2, 3.6, 4.3], [3.6, -1.5, -2.7], [-0.5, -2.5, 2.6], [0.3, 2.9, 2.6], [-3.4, 4.2, -1.9], [1.1, -2.1, -4.7], [-0.6, -1.5, 1.5], [-2.2, 0.1, -1.8], [-0.1, 0.4, -0.3], [0.8, 0.0, 2.3], [0.1, -1.3, 0.8], [1.4, -0.5, 2.6], [-0.9, 0.5, 1.4], [-0.7, 1.4, -1.5], [1.1, 0.1, -0.7], [-1.0, -2.8, -1.3], [6.9, -0.5, 5.6], [2.5, 1.2, 1.1], [-0.9, 6.7, 0.5], [-5.3, -0.6, -3.7], [-0.5, -2.9, 1.1], [-6.4, -3.3, -5.1], [1.4, 4.4, 1.9], [3.4, 0.5, 2.8], [2.2, -1.0, 0.5], [-2.1, -0.4, -1.2], [-1.5, 0.4, -1.2], [0.8, -0.2, 0.4], [0.4, -1.5, -1.5], [-3.5, 3.4, -7.0], [5.2, 1.9, 5.0], [-1.9, -7.7, 3.8], [-4.1, -0.9, -1.6], [0.8, 1.6, -2.1], [2.8, -1.6, 4.6], [-0.1, 2.1, -0.8], [-0.3, -3.9, 1.2], [-0.9, 0.9, -0.3], [1.1, 0.6, 0.8], [-0.1, -0.4, -0.5], [0.6, 2.0, -1.2], [-0.7, 1.0, -1.7], [0.8, 1.2, 0.1], [-1.4, -2.3, 6.5], [-1.4, 1.2, -2.0], [-1.6, 0.9, -3.2], [4.8, -2.0, 2.7], [0.1, -4.5, -7.3], [2.5, 0.9, -3.6], [-5.3, -1.3, -0.8], [0.5, -2.2, 0.2], [0.6, 5.5, -0.5], [0.4, -1.1, 0.4], [2.2, 6.2, 7.1], [-1.3, -1.1, 0.4], [-6.3, 0.1, 0.7], [3.8, -1.5, -2.2], [3.4, -0.4, 1.6], [-2.1, -0.6, -3.3], [-3.0, 1.7, 1.2], [2.6, 0.9, 0.7], [0.9, -0.4, 2.2], [-0.5, -0.1, 0.3], [0.4, 1.3, 0.9], [1.8, -1.7, -1.2], [-1.7, -0.7, 0.8], [0.7, 1.5, -1.5], [0.5, 0.2, 1.6], [-3.9, -0.5, -2.2], [2.6, -1.1, -0.2], [-0.2, 0.3, -0.2], [1.2, 1.1, 3.7], [2.0, -1.3, 0.0], [-0.8, -0.5, -0.2], [-0.3, 0.1, -0.2], [0.4, 1.3, 0.1], [-1.2, -0.7, 0.6], [-0.7, 0.4, -0.7], [0.3, 0.5, -2.4]], "gap_ev": 7.3, "e_lumo_ha": 0.01927, "total_charge": -1, "relative_energy_kcal_mol": 23.7, "multiplicity": 1}